{"formula": "C6H18BrCuN3OP", "method": "ωB97M-V with the def2-TZVPD basis set", "symbols": ["Cu", "Br", "O", "P", "N", "C", "C", "N", "C", "C", "N", "C", "C", "H", "H", "H", "H", "H", "H", "H", "H", "H", "H", "H", "H", "H", "H", "H", "H", "H", "H"], "positions_angstrom": [[1.43622, -19.69162, 3.37988], [1.78606, -16.17483, 7.16890], [6.81854, -15.90454, 17.82664], [7.02655, -16.95727, 16.83385], [6.76006, -16.49849, 15.18597], [7.48576, -15.31232, 14.73417], [5.49719, -16.69061, 14.47441], [6.08811, -18.37208, 17.25293], [6.06054, -18.63942, 18.66014], [5.73548, -19.61712, 16.40147], [8.56694, -17.80605, 16.69152], [9.05152, -18.69509, 15.58958], [9.55973, -17.69331, 17.76757], [7.25881, -14.40301, 15.29073], [7.42298, -15.30822, 13.64598], [8.53623, -15.41802, 15.00516], [4.99727, -15.75147, 14.23733], [4.76269, -17.37758, 14.89474], [5.66353, -17.13368, 13.49250], [6.92072, -19.22134, 18.99113], [6.08069, -17.68036, 19.17772], [5.17511, -19.26960, 18.74376], [6.03880, -19.40841, 15.37553], [6.42869, -20.40352, 16.70004], [4.65901, -19.78504, 16.36809], [8.85605, -18.17860, 14.64983], [10.11450, -18.91945, 15.50105], [8.53027, -19.65132, 15.54462], [10.57634, -17.49249, 17.42951], [9.53587, -18.44653, 18.55510], [9.27366, -16.80621, 18.33263]], "s_squared": 0.75, "relative_energy_kj_mol": 449.10, "charge": 1, "multiplicity": 2, "orbital_gap_ev": [0.82, 0.82], "largest_force_ha_per_bohr": 0.0942}

***

{"formula": "C4H5FOS", "method": "ωB97M-V with the def2-TZVPD basis set", "symbols": ["C", "C", "F", "C", "O", "C", "S", "H", "H", "H", "H", "H"], "positions_angstrom": [[-2.01973, -0.16306, -0.10313], [-0.51719, -0.19902, -0.14328], [-0.05771, -1.45074, -0.24958], [0.28726, 0.84089, -0.12995], [1.63926, 0.84309, -0.32336], [2.36244, -0.10678, 0.27758], [3.87002, -0.41718, -0.20590], [-2.40338, -0.80250, 0.74178], [-2.39370, 0.82025, 0.04811], [-2.47789, -0.60253, -1.00799], [-0.13468, 1.81509, -0.01319], [1.84531, -0.57752, 1.10891]], "relative_energy_kj_mol": 93.60, "charge": 0, "smiles": "C/C(F)=C/OC=S", "orbital_gap_ev": 9.27, "largest_force_ha_per_bohr": 0.0339}

***

{"formula": "C41H40AsF7IrNO6", "method": "ωB97M-V with the def2-TZVPD basis set", "symbols": ["Ir", "N", "C", "C", "C", "O", "O", "H", "H", "H", "H", "H", "H", "C", "C", "C", "O", "C", "C", "O", "C", "O", "C", "C", "C", "C", "C", "C", "C", "C", "C", "C", "C", "C", "C", "O", "C", "C", "C", "C", "C", "C", "C", "C", "C", "C", "C", "C", "H", "H", "H", "H", "H", "H", "H", "H", "H", "H", "H", "H", "H", "H", "H", "H", "H", "H", "H", "H", "H", "H", "H", "H", "H", "H", "H", "H", "F", "As", "F", "F", "F", "F", "F", "F", "C", "C", "C", "C", "C", "C", "C", "H", "H", "H", "H", "H", "H"], "positions_angstrom": [[-0.03744, 0.54698, 0.23916], [-1.68980, 0.37332, -0.95338], [-1.76926, 1.18144, -2.19470], [-0.60768, 0.84111, -3.11410], [0.62903, 1.52740, -2.57741], [1.25028, 2.36370, -3.18869], [0.99000, 1.15879, -1.35268], [-1.87473, -0.60454, -1.16733], [-2.37296, 0.73429, -0.28466], [-1.73774, 2.22414, -1.87357], [-2.72910, 1.01082, -2.68673], [-0.80310, 1.15737, -4.13558], [-0.43291, -0.23411, -3.10909], [-1.06851, 2.72761, 6.55009], [-0.29137, 3.11838, 5.30685], [0.56544, 4.35259, 5.51692], [0.53427, 2.03136, 4.91670], [0.30329, 1.70717, 3.55536], [-1.04011, 2.35245, 3.23463], [-1.19401, 3.34802, 4.23618], [-1.16570, 2.97461, 1.83353], [-1.27354, 1.92748, 0.89173], [-0.05417, 3.99193, 1.55487], [1.00218, 3.74705, 0.68432], [1.99929, 4.69512, 0.48884], [1.95576, 5.90609, 1.16041], [0.89617, 6.17010, 2.01817], [-0.09999, 5.22554, 2.20750], [-2.52792, 3.66544, 1.66268], [-2.73127, 4.43430, 0.51726], [-3.97452, 4.97177, 0.23082], [-5.04378, 4.74934, 1.09030], [-4.85295, 3.98724, 2.23077], [-3.60450, 3.44291, 2.51281], [0.36549, 0.18233, 3.36146], [0.32352, -0.11220, 1.98679], [-0.78508, -0.52144, 4.07436], [-0.80229, -0.63062, 5.46358], [-1.84752, -1.27539, 6.10758], [-2.88681, -1.83120, 5.37262], [-2.87614, -1.72671, 3.99030], [-1.83432, -1.07062, 3.34805], [1.72546, -0.37265, 3.81788], [1.83874, -1.69404, 4.23714], [3.07984, -2.25527, 4.50157], [4.23482, -1.50556, 4.34005], [4.13478, -0.18882, 3.91508], [2.89240, 0.36938, 3.65368], [-0.37671, 2.47567, 7.35524], [-1.69110, 1.85938, 6.33629], [-1.70204, 3.55632, 6.86755], [1.27199, 4.16970, 6.32694], [-0.06105, 5.20865, 5.77162], [1.11861, 4.57724, 4.60534], [1.08006, 2.15009, 2.92475], [-1.83863, 1.60969, 3.31222], [1.04909, 2.82686, 0.12019], [2.80416, 4.48053, -0.20245], [2.73180, 6.64564, 1.00668], [0.84113, 7.11799, 2.54014], [-0.92552, 5.44166, 2.87282], [-1.89961, 4.60912, -0.15508], [-4.11157, 5.56123, -0.66720], [-6.01801, 5.16714, 0.86894], [-5.67879, 3.80822, 2.90829], [-3.47941, 2.86066, 3.41448], [0.01275, -0.21106, 6.03864], [-1.84367, -1.35400, 7.18812], [-3.69114, -2.35510, 5.87390], [-3.67222, -2.17080, 3.40536], [-1.81863, -1.00270, 2.26942], [0.95015, -2.30263, 4.34092], [3.14184, -3.28744, 4.82518], [5.20497, -1.94588, 4.53354], [5.02803, 0.40729, 3.77629], [2.84933, 1.39596, 3.31647], [0.06232, -1.98804, -2.16939], [0.17968, -3.32370, -3.32417], [0.27043, -4.61183, -4.47240], [0.36496, -2.14689, -4.58587], [-1.55052, -3.23293, -3.50799], [1.89202, -3.35327, -3.08191], [-0.02906, -4.45127, -2.02655], [-2.71294, -5.50964, 2.50822], [-1.67594, -4.76700, 2.04930], [-0.42917, -4.93341, 2.62436], [0.62328, -4.17436, 2.15239], [0.44805, -3.22088, 1.12216], [1.53487, -2.43235, 0.70728], [-0.84617, -3.10679, 0.56807], [-1.89855, -3.87454, 1.01558], [-0.29989, -5.64893, 3.42576], [1.61028, -4.30138, 2.58117], [1.47973, -1.66252, -0.05845], [2.50732, -2.58931, 1.15466], [-0.98258, -2.42822, -0.25971], [-2.88084, -3.81200, 0.56576]], "s_squared": 0.79, "relative_energy_kj_mol": 265.92, "charge": -1, "multiplicity": 2, "orbital_gap_ev": [6.52, 8.00], "largest_force_ha_per_bohr": 0.0133}